No. 1
Molecular formula: C16H20I2IrN2O2Si
Method: DFT, ωB97M-V with the def2-TZVPD basis set

```
44
Properties=species:S:1:pos:R:3:forces:R:3
Ir -0.0108 -0.4865 -0.7517 0.384 -2.742 0.402
I 5.5852 -1.4740 4.0816 0.031 0.016 0.028
C 4.3193 -1.3444 2.4384 0.083 0.040 -0.066
C 4.7690 -0.7637 1.2569 -0.090 0.032 0.043
C 3.9174 -0.6887 0.1679 0.078 0.013 -0.248
I 4.5327 0.2352 -1.5933 0.056 -0.010 0.046
C 2.6301 -1.2207 0.2265 0.079 -0.027 -0.254
O 1.8131 -1.2016 -0.8423 0.544 1.060 -0.416
C 2.1903 -1.7783 1.4133 -0.077 -0.166 0.535
C 0.7876 -2.2976 1.4814 0.144 -0.072 0.257
N -0.1917 -1.2125 1.1729 -0.039 0.012 -0.548
C -1.5946 -1.5785 1.5202 0.057 0.072 0.428
C -2.5771 -1.1835 0.4688 -0.020 -0.142 0.119
C -3.9301 -1.0462 0.7181 -0.072 -0.183 0.003
C -4.7817 -0.8110 -0.3471 0.016 0.002 -0.020
C -4.2564 -0.7270 -1.6316 -0.049 -0.137 0.019
C -2.8929 -0.8223 -1.7904 0.001 -0.195 0.061
N -2.0655 -1.0453 -0.7516 -0.359 1.978 -0.561
C 3.0292 -1.8330 2.5233 -0.174 -0.107 -0.078
H 5.7694 -0.3593 1.1897 -0.003 -0.007 0.001
H 0.6186 -2.6831 2.4885 -0.223 0.036 -0.010
H 0.5966 -3.0997 0.7656 0.045 0.009 -0.020
H 0.0601 -0.3669 1.6897 0.032 0.014 0.011
H -1.8790 -1.1179 2.4662 0.154 -0.062 0.088
H -1.6403 -2.6610 1.6557 -0.010 0.000 -0.037
H -4.3078 -1.1367 1.7277 0.008 -0.002 -0.009
H -5.8449 -0.7037 -0.1793 0.006 0.005 -0.012
H -4.8914 -0.5885 -2.4945 0.005 0.062 0.016
H -2.4315 -0.7547 -2.7665 0.047 0.144 0.028
H 2.6743 -2.2784 3.4448 0.004 0.018 -0.005
C -1.6306 3.2310 -1.3993 -0.131 -0.335 -0.041
Si -0.0248 2.3726 -1.0217 -0.364 0.594 -0.311
C 1.1766 3.7109 -0.5968 0.389 -0.311 0.046
C 0.5055 1.2749 -2.4987 0.476 -0.252 0.828
O -0.2013 1.2213 0.1494 -0.628 0.571 0.398
H -1.4677 4.0441 -2.1099 -0.054 -0.007 0.014
H -2.0441 3.6527 -0.4799 -0.005 0.042 -0.055
H -2.3729 2.5466 -1.8211 -0.036 0.085 0.018
H 1.1193 4.5072 -1.3415 0.009 0.009 0.036
H 2.2072 3.3505 -0.5540 -0.012 0.063 0.030
H 0.9259 4.1318 0.3796 -0.016 0.037 -0.042
H 0.2327 1.6640 -3.4793 -0.314 -0.266 0.000
H -0.0038 0.2304 -2.4846 0.041 0.116 -0.636
H 1.5811 1.0916 -2.4913 -0.012 -0.005 -0.087
```
Positions in Å, forces in eV/Å.

Computed properties:
Net charge ... +1
Kohn-Sham gap (spin up / spin down) ... 6.7845 / 6.7808 eV

Charges computed using Löwdin, reported in e: Ir 1.359; I 0.923; C -0.736; C -0.201; C -0.628; I 0.989; C -0.422; O -0.300; C -0.170; C -0.113; N -0.148; C -0.087; C -0.254; C 0.015; C -0.009; C -0.022; C -0.088; N -0.053; C -0.102; H 0.089; H 0.134; H 0.140; H 0.133; H 0.147; H 0.144; H 0.131; H 0.126; H 0.122; H 0.122; H 0.104; C -0.161; Si 0.303; C -0.149; C -0.166; O -0.453; H 0.042; H 0.042; H 0.023; H 0.044; H 0.033; H 0.046; H 0.064; H -0.006; H -0.008

No. 2
Molecular formula: C16H20IN2O2
Method: DFT, ωB97M-V with the def2-TZVPD basis set

```
41
Properties=species:S:1:pos:R:3:forces:R:3
O -0.7146 -2.6091 -3.0449 0.682 -0.045 0.071
C -1.5871 -1.8211 -3.1586 -0.470 -1.028 0.292
I -1.1742 -0.0470 -4.4298 -0.019 0.486 -0.254
C -2.8883 -1.7875 -2.3453 -0.492 0.733 0.222
C -2.9335 -0.6443 -1.3775 0.481 0.200 -0.215
C -1.7089 -0.6864 -0.4769 -0.107 -0.084 -0.391
C -1.5893 0.5016 0.4648 0.219 -0.326 -0.045
C -2.2642 0.3069 1.7960 0.150 -0.069 0.134
O -3.0203 -0.5906 2.0230 -0.496 -0.416 0.246
N -2.0266 1.2604 2.8605 0.272 0.843 -1.053
C -1.0207 2.2570 2.5808 -0.211 -0.525 0.336
C -1.3227 3.4750 1.9841 0.350 -0.120 0.181
C -0.2961 4.3714 1.7068 -0.115 -0.367 0.186
C 1.0151 4.0371 2.0305 0.054 0.168 -0.078
C 1.3140 2.8225 2.6328 -0.535 -0.076 -0.036
C 0.2880 1.9274 2.9094 0.151 0.486 -0.146
H -2.8711 -2.7118 -1.7710 0.031 -0.390 -0.212
H -3.7223 -1.7781 -3.0437 -0.090 0.018 -0.126
H -2.9199 0.3062 -1.9296 -0.208 0.068 0.030
H -1.7008 -1.6237 0.0847 0.009 -0.078 0.225
H -0.7675 -0.6931 -1.0642 0.165 0.013 0.102
H -0.5356 0.7401 0.5862 0.090 0.209 0.261
H -2.0539 1.3675 -0.0098 -0.043 0.222 0.016
H -2.9178 1.7165 3.0255 -0.061 -0.243 0.358
H -2.3520 3.6742 1.7241 -0.081 0.171 -0.097
H -0.5310 5.3075 1.2256 0.070 0.155 -0.059
H 1.8156 4.7244 1.7961 0.042 0.086 -0.007
H 2.3284 2.5615 2.8823 0.195 -0.009 -0.033
H 0.4901 0.9686 3.3575 0.004 -0.134 0.059
C 4.2972 -2.2733 -1.5715 0.028 -0.059 0.021
C 3.0953 -3.0810 -1.0944 0.140 0.043 -0.036
C 1.8019 -2.2600 -1.0561 0.241 -0.111 0.096
C 1.9159 -1.1254 -0.1391 -0.315 -0.170 -0.335
N 1.9707 -0.2191 0.5594 0.227 0.254 0.350
H 4.5110 -1.4437 -0.8959 -0.048 0.030 -0.013
H 5.1894 -2.9000 -1.6158 0.001 0.004 -0.023
H 4.1220 -1.8640 -2.5681 -0.006 0.017 0.004
H 3.3014 -3.4843 -0.1003 -0.048 -0.020 0.008
H 2.9436 -3.9326 -1.7599 -0.089 0.005 0.012
H 0.9621 -2.8730 -0.7305 -0.083 0.055 -0.064
H 1.5568 -1.8764 -2.0472 -0.087 0.003 0.015
```
Positions in Å, forces in eV/Å.

Computed properties:
Net charge ... -1
Kohn-Sham gap ... 4.8758 eV

Charges computed using Löwdin, reported in e: O -0.043; C -0.804; I 0.554; C -0.332; C -0.261; C -0.302; C -0.127; C -0.439; O 0.088; N 0.096; C -0.294; C -0.041; C -0.089; C -0.106; C -0.087; C -0.043; H 0.099; H 0.087; H 0.008; H 0.105; H 0.069; H 0.086; H 0.124; H 0.123; H 0.111; H 0.094; H 0.091; H 0.096; H 0.113; C -0.116; C -0.259; C -0.190; C -0.228; N 0.166; H 0.068; H 0.065; H 0.077; H 0.107; H 0.106; H 0.118; H 0.111

No. 3
Molecular formula: C16H20N2O
Method: DFT, ωB97M-V with the def2-TZVPD basis set

```
39
Properties=species:S:1:pos:R:3:forces:R:3
C 2.3470 3.0257 -0.2671 -9.375 -3.599 -4.146
H 1.7228 3.4381 -1.1013 1.000 0.207 0.386
H 2.6436 3.6923 0.2835 3.472 7.392 5.770
H 3.0730 2.4914 -0.6856 2.764 -2.715 -1.248
C 1.1419 2.2131 0.5993 14.570 -5.248 -3.561
N 0.6960 1.1972 -0.1822 -2.402 -2.331 -2.463
C 1.6083 0.5089 -1.0658 -11.462 2.528 -8.501
C 0.7367 -0.8364 -1.7367 2.549 0.567 3.305
O 0.7394 -1.1167 -2.9100 -0.354 0.544 0.985
C 0.2281 -1.7763 -0.5823 2.470 2.425 -0.733
C -0.4775 -2.7626 -1.2320 -1.504 -0.997 16.891
C -1.1557 -3.5095 -0.2338 0.517 -1.666 5.002
N -2.1427 -4.6357 -0.0965 3.141 5.471 -17.265
C -2.1717 -5.2343 0.9505 4.025 5.212 7.851
C -1.6792 -4.4339 1.9295 4.013 1.239 1.076
C -0.7209 -3.4072 1.3560 -7.057 -4.207 -4.317
C -0.0035 -2.4403 1.8648 2.563 3.745 -7.678
C 0.6169 -1.5634 0.8201 -12.318 -13.668 -4.008
H 1.1621 -0.9072 0.9394 9.474 11.541 2.818
H 0.3777 -2.3049 2.7365 1.652 0.462 5.912
H -1.6460 -4.5839 2.9863 -0.293 -0.546 0.381
H -2.6724 -5.9758 1.0911 -5.781 -8.705 1.495
H -2.2488 -5.0556 -1.1757 -0.121 0.793 4.177
H -0.5949 -2.8762 -2.0901 -1.641 -1.287 -13.652
H 1.5269 1.0270 -2.4040 1.346 -0.729 3.884
H 2.4129 0.1057 -0.7827 6.694 -2.250 2.578
C -0.7482 1.4856 -0.5551 7.046 2.326 -14.829
C -0.8920 2.8872 -1.1311 0.440 2.117 4.917
C -0.5167 3.8115 0.3691 -5.787 -3.985 -0.553
C 0.3328 2.9337 1.3175 -8.677 2.920 0.108
H 0.7721 3.6390 1.8213 2.633 3.188 3.924
H -0.4140 2.3364 1.8155 0.136 -0.172 1.008
H -0.1453 4.6659 0.0174 1.825 3.573 -0.748
H -1.6186 4.0216 0.9275 2.962 -0.347 -1.684
H -1.9460 3.1485 -1.2473 0.323 -0.077 -0.799
H -0.1635 3.1849 -1.9532 -1.259 -0.764 1.078
H -1.0461 0.9058 -1.7077 0.976 0.544 3.629
H -1.1441 1.0514 0.1201 -6.846 -4.389 8.541
H 2.0097 1.6490 1.1949 -1.716 0.890 0.467
```
Positions in Å, forces in eV/Å.

Computed properties:
ΔE to the lowest compared entry with this formula, charge and spin ... 1803.7 kJ/mol
Kohn-Sham gap ... 7.9293 eV

Charges computed using Löwdin, reported in e: C 0.033; H 0.085; H -0.027; H 0.020; C -0.464; N -0.163; C -0.041; C -0.298; O 0.059; C -0.108; C 0.034; C 0.019; N 0.017; C -0.231; C -0.010; C -0.105; C -0.001; C 0.091; H -0.050; H 0.047; H 0.085; H 0.046; H 0.244; H -0.006; H 0.211; H 0.027; C -0.120; C -0.087; C -0.076; C -0.217; H 0.084; H 0.142; H 0.026; H 0.158; H 0.085; H 0.112; H 0.199; H 0.005; H 0.174

No. 4
Molecular formula: C16H20N2O
Method: DFT, ωB97M-V with the def2-TZVPD basis set

```
39
Properties=species:S:1:pos:R:3:forces:R:3
C -0.1867 5.5146 -1.0969 0.036 -0.121 0.013
C 0.0013 4.0387 -1.0769 -0.323 -0.013 0.067
N 1.2478 3.5108 -1.3375 0.240 0.279 -0.066
C 1.1913 2.1510 -1.2682 -0.298 -0.508 0.098
C 2.1720 1.1885 -1.4658 0.054 0.030 -0.003
C 1.8056 -0.1327 -1.3345 -0.035 -0.053 0.038
C 0.4959 -0.4995 -0.9914 0.001 0.115 -0.197
C 0.1706 -1.9561 -0.9368 -0.114 0.054 -0.021
O 0.3892 -2.6919 -1.8847 0.226 -0.093 -0.204
N -0.4098 -2.4082 0.2032 -0.063 -0.083 0.020
C -0.4890 -1.6688 1.4442 -0.090 0.303 0.374
C -0.1007 -2.5665 2.6291 0.192 -0.007 -0.106
C 0.9457 -3.5780 2.1727 -0.131 -0.063 0.128
C 0.3197 -4.5461 1.1623 0.026 0.156 -0.058
C -0.7364 -3.8124 0.3199 -0.042 -0.361 -0.234
C -0.4844 0.4590 -0.8051 0.215 -0.005 -0.057
C -0.1425 1.8012 -0.9452 0.458 0.080 -0.104
C -0.8794 3.0224 -0.8304 0.003 0.331 -0.039
C -2.3304 3.1085 -0.4977 0.192 0.006 -0.014
H 0.1093 5.9250 -2.0628 -0.022 0.082 -0.040
H 0.4220 5.9895 -0.3265 -0.007 0.083 0.032
H -1.2267 5.7689 -0.9181 -0.041 0.058 0.003
H 2.0634 4.0540 -1.5632 -0.075 -0.070 0.019
H 3.1839 1.4657 -1.7226 0.108 -0.008 -0.024
H 2.5302 -0.9160 -1.4976 0.067 -0.065 -0.048
H 0.1906 -0.8158 1.3850 -0.126 -0.119 0.064
H -1.5075 -1.2829 1.5880 0.102 0.068 0.015
H -0.9742 -3.1000 3.0082 -0.043 0.011 0.067
H 0.2869 -1.9456 3.4375 -0.091 0.013 0.032
H 1.7728 -3.0395 1.7051 0.072 -0.013 0.029
H 1.3449 -4.1286 3.0253 0.089 0.034 -0.020
H -0.1543 -5.3811 1.6803 0.008 -0.051 -0.001
H 1.0973 -4.9498 0.5139 -0.027 -0.074 -0.025
H -0.7840 -4.2250 -0.6886 -0.102 0.031 0.167
H -1.7245 -3.8931 0.7839 0.024 -0.010 -0.031
H -1.4992 0.1715 -0.5741 -0.130 -0.063 0.071
H -2.5115 2.7415 0.5130 -0.110 0.002 0.058
H -2.6889 4.1323 -0.5614 -0.113 0.043 0.017
H -2.9104 2.4944 -1.1856 -0.130 -0.001 -0.020
```
Positions in Å, forces in eV/Å.

Computed properties:
ΔE to the lowest compared entry with this formula, charge and spin ... 0.0 kJ/mol
Kohn-Sham gap ... 8.5853 eV

Charges computed using Löwdin, reported in e: C -0.018; C -0.260; N 0.117; C -0.202; C -0.008; C -0.025; C -0.159; C -0.425; O 0.065; N -0.060; C -0.158; C -0.176; C -0.194; C -0.161; C -0.144; C 0.031; C -0.116; C -0.189; C -0.036; H 0.082; H 0.083; H 0.070; H 0.160; H 0.108; H 0.116; H 0.122; H 0.122; H 0.110; H 0.110; H 0.114; H 0.107; H 0.108; H 0.109; H 0.119; H 0.125; H 0.125; H 0.082; H 0.065; H 0.081

No. 5
Molecular formula: C16H20N2O4
Method: DFT, ωB97M-V with the def2-TZVPD basis set

```
42
Properties=species:S:1:pos:R:3:forces:R:3
C 3.8462 0.0675 2.2040 0.038 0.000 0.032
O 2.8294 -0.5685 1.4694 -0.272 -0.033 -0.003
C 3.2190 -0.9871 0.1802 0.085 0.097 -0.331
C 3.0200 0.0875 -0.9029 0.376 -0.450 0.299
N 1.6102 0.2638 -1.2011 -0.014 -0.073 -0.046
C 1.1074 -0.6399 -2.1409 -0.085 0.094 -0.277
O 1.8403 -1.3856 -2.7589 0.234 -0.291 -0.049
N -0.2188 -0.5710 -2.3704 -0.315 0.091 -0.218
C -1.1879 0.0158 -1.4650 -0.051 -0.007 0.188
C -1.7321 -1.0276 -0.5043 -0.177 -0.056 -0.089
C -3.0153 -1.5299 -0.6688 0.127 0.048 0.000
C -3.5059 -2.4979 0.1897 -0.090 -0.096 0.015
C -2.7132 -2.9780 1.2180 -0.082 -0.059 0.038
C -1.4311 -2.4828 1.3860 0.096 -0.016 0.040
C -0.9420 -1.5114 0.5309 -0.076 -0.016 -0.038
C -0.5389 1.1569 -0.7170 0.193 -0.313 -0.404
C -1.4682 2.1044 -0.1072 0.017 0.478 0.279
O -1.2065 3.1067 0.5238 -0.217 -0.042 -0.011
O -2.7514 1.7336 -0.3255 0.295 -0.226 -0.198
C -3.7362 2.5732 0.2506 -0.134 0.322 0.221
C 0.8128 1.2054 -0.5855 -0.635 0.379 0.143
C 1.5108 2.2611 0.2069 -0.086 0.153 0.081
H 3.4077 0.3439 3.1611 0.090 0.052 0.007
H 4.6904 -0.6114 2.3748 -0.022 0.033 -0.003
H 4.2203 0.9690 1.7046 -0.011 0.022 0.006
H 2.5934 -1.8498 -0.0663 0.120 0.050 -0.047
H 4.2683 -1.3079 0.1825 -0.024 -0.022 0.008
H 3.4712 1.0299 -0.6024 -0.042 -0.021 -0.042
H 3.4971 -0.2665 -1.8202 -0.013 0.156 0.174
H -0.5654 -1.2657 -3.0161 0.185 0.014 0.069
H -2.0167 0.3973 -2.0739 0.187 -0.102 0.151
H -3.6362 -1.1530 -1.4689 -0.074 0.075 -0.090
H -4.5079 -2.8784 0.0553 -0.080 -0.033 -0.004
H -3.0944 -3.7344 1.8881 -0.031 -0.054 0.054
H -0.8083 -2.8508 2.1879 0.053 -0.035 0.073
H 0.0556 -1.1251 0.6793 0.146 0.077 0.045
H -4.6957 2.1261 0.0037 0.036 0.009 0.002
H -3.6053 2.6257 1.3335 -0.049 0.008 -0.091
H -3.6649 3.5835 -0.1588 -0.044 -0.088 0.050
H 2.2483 2.7769 -0.4065 0.101 -0.019 -0.029
H 0.7877 2.9842 0.5664 0.108 -0.054 -0.035
H 2.0059 1.8102 1.0635 0.138 -0.053 0.031
```
Positions in Å, forces in eV/Å.

Computed properties:
ΔE to the lowest compared entry with this formula, charge and spin ... 144.9 kJ/mol
Kohn-Sham gap ... 9.2164 eV

Charges computed using Löwdin, reported in e: C -0.116; O -0.201; C -0.187; C -0.106; N 0.041; C -0.500; O 0.072; N 0.159; C -0.208; C -0.171; C -0.038; C -0.083; C -0.091; C -0.072; C -0.013; C -0.036; C -0.432; O 0.084; O -0.057; C -0.044; C -0.161; C 0.018; H 0.093; H 0.090; H 0.085; H 0.128; H 0.127; H 0.112; H 0.128; H 0.161; H 0.149; H 0.114; H 0.101; H 0.100; H 0.104; H 0.108; H 0.093; H 0.099; H 0.097; H 0.100; H 0.071; H 0.081

| no. | E_tot (Eh) |
| --- | --- |
| 1 | -1870.695636 |
| 2 | -1179.351319 |
| 3 | -805.793981 |
| 4 | -806.480963 |
| 5 | -1032.189395 |